Density functional theory data (ωB97M-V/def2-TZVPD) for a cluster of 8 separate species, C32H51O17PS2 in total.

Calculated values
Energy above the lowest of the compared OMol25 structures with the same formula, charge and spin, kcal per mole: 0.0
Frontier orbital gap, eV: 8.90
Maximum force, Eh/bohr: 0.0049
Lowest unoccupied orbital energy, eV: 0.5
E_HOMO, eV: -8.45
SMILES: O=S1(=O)OCCC[C@@H]1[PH2]=S.O=C1CCCO1.O=C1CCCO1.O=C1CCCO1.O=C1CCCO1.O=C1CCCO1.O=C1CCCO1.O=C1CCCO1

XYZ file:
```
103
Properties=species:S:1:pos:R:3:lowdin_charge:R:1
O 0.2727 4.0115 -2.3576 -0.265
S -0.1689 3.2528 -3.4776 0.570
O -0.3355 3.8567 -4.7699 -0.275
O -1.5518 2.6260 -3.0157 -0.249
C -1.9494 1.3657 -3.6086 -0.180
C -1.0723 0.2189 -3.0909 -0.142
C 0.3144 0.7273 -2.6785 -0.221
C 0.7932 1.7617 -3.7054 -0.527
P 2.6223 2.0154 -3.6812 0.343
S 3.5045 2.9233 -2.2346 0.180
H -2.9987 1.2637 -3.3525 0.116
H -1.8955 1.4630 -4.6962 0.126
H -0.9630 -0.4952 -3.9127 0.121
H -1.5440 -0.3146 -2.2650 0.118
H 1.0308 -0.0884 -2.6008 0.094
H 0.2830 1.2149 -1.7054 0.113
H 0.5565 1.4339 -4.7235 0.109
H 2.8042 2.5574 -4.9668 -0.013
H 2.9750 0.6694 -3.8836 -0.006
O -4.7488 2.0196 -4.8143 0.093
C -4.3906 3.1460 -5.0334 -0.496
O -3.9154 3.5183 -6.2374 0.018
C -3.4189 4.8786 -6.1877 -0.130
C -4.1442 5.5140 -5.0069 -0.133
C -4.3282 4.3198 -4.0776 -0.068
H -2.3399 4.8310 -6.0292 0.112
H -3.6358 5.3331 -7.1481 0.099
H -3.5826 6.3377 -4.5721 0.118
H -5.1168 5.8898 -5.3287 0.118
H -3.4612 4.1607 -3.4315 0.116
H -5.2199 4.3417 -3.4557 0.127
O 3.1139 -0.8711 -1.6039 0.085
C 2.8326 -0.6893 -0.4500 -0.475
O 1.9802 0.2922 -0.0788 -0.011
C 1.8446 0.3345 1.3543 -0.133
C 2.2634 -1.0495 1.8291 -0.146
C 3.2894 -1.4504 0.7751 -0.065
H 2.5018 1.1233 1.7277 0.132
H 0.8123 0.5769 1.5827 0.103
H 2.6442 -1.0429 2.8487 0.120
H 1.4046 -1.7207 1.7914 0.109
H 4.2999 -1.1155 1.0216 0.138
H 3.3303 -2.5168 0.5729 0.106
O -1.0038 -0.4200 2.8662 0.103
C -1.3776 0.5659 3.4373 -0.491
O -0.7105 1.0744 4.4970 0.024
C -1.4185 2.2131 5.0341 -0.152
C -2.2865 2.7201 3.8897 -0.137
C -2.5866 1.4291 3.1377 -0.070
H -2.0217 1.8743 5.8766 0.115
H -0.6829 2.9334 5.3821 0.122
H -3.1639 3.2513 4.2501 0.118
H -1.7098 3.3945 3.2554 0.122
H -3.4661 0.9127 3.5300 0.133
H -2.7077 1.5359 2.0627 0.125
O 4.5026 -4.5145 1.8274 0.112
C 3.5289 -4.7892 2.4697 -0.483
O 2.2795 -4.4962 2.0348 0.007
C 1.3043 -4.8498 3.0353 -0.146
C 1.9884 -5.9065 3.8969 -0.139
C 3.4470 -5.4728 3.8160 -0.069
H 1.0554 -3.9487 3.6007 0.125
H 0.4160 -5.1992 2.5153 0.126
H 1.5901 -5.9483 4.9080 0.117
H 1.8710 -6.8911 3.4427 0.121
H 3.7055 -4.7388 4.5832 0.135
H 4.1621 -6.2883 3.8512 0.099
O -2.7678 3.7265 7.4361 0.113
C -1.7836 3.6675 8.1145 -0.500
O -0.6705 4.3833 7.8295 0.016
C 0.3915 4.0482 8.7428 -0.147
C -0.3048 3.4704 9.9710 -0.148
C -1.5378 2.8247 9.3501 -0.073
H 1.0392 3.3161 8.2555 0.127
H 0.9585 4.9555 8.9329 0.126
H 0.3312 2.7822 10.5230 0.116
H -0.6031 4.2766 10.6420 0.119
H -1.3462 1.8016 9.0166 0.132
H -2.4246 2.8183 9.9780 0.127
O 4.6863 -9.7299 4.9348 0.126
C 5.4756 -9.3517 4.1217 -0.484
O 5.2569 -8.2423 3.3706 -0.010
C 6.3164 -8.0543 2.4126 -0.143
C 7.5047 -8.8197 2.9864 -0.148
C 6.8135 -9.9527 3.7365 -0.076
H 5.9846 -8.4635 1.4562 0.129
H 6.4748 -6.9839 2.3042 0.125
H 8.1965 -9.1511 2.2153 0.115
H 8.0499 -8.1857 3.6867 0.119
H 6.6144 -10.8154 3.0962 0.132
H 7.3308 -10.3038 4.6254 0.125
O -4.2502 4.9238 -9.2482 0.110
C -4.7326 3.8894 -9.6086 -0.478
O -6.0043 3.8066 -10.0652 0.027
C -6.3585 2.4335 -10.3090 -0.152
C -5.0329 1.7041 -10.5052 -0.149
C -4.1045 2.5119 -9.6072 -0.073
H -6.9027 2.0640 -9.4372 0.127
H -7.0146 2.4125 -11.1756 0.123
H -5.0976 0.6493 -10.2473 0.115
H -4.7154 1.7856 -11.5457 0.116
H -4.1092 2.1636 -8.5711 0.124
H -3.0716 2.5731 -9.9399 0.128
```